DFT (wB97M-V/def2-TZVPD) results for a molecular structure, C48H112AsF6N6O2.

Structure (XYZ):
```
175
Properties=species:S:1:pos:R:3:mulliken_charge:R:1
As -0.174 0.902 -0.747 1.986
F -1.553 1.241 0.413 -0.467
F 0.904 0.413 0.543 -0.637
F 1.200 0.481 -1.724 -0.374
F -1.233 1.476 -2.090 -0.495
F 0.500 2.610 -0.553 -0.573
F -0.855 -0.824 -0.937 -0.451
C 2.638 -3.870 -0.992 -0.120
C 2.480 -4.942 -2.142 -0.599
N 0.996 -4.916 -2.705 0.055
C 1.060 -5.806 -3.971 -0.997
C -0.092 -5.545 -1.719 -0.157
C 0.316 -6.858 -1.147 -1.330
C 0.699 -3.437 -3.098 0.037
C -0.544 -3.138 -3.846 -0.708
O -1.647 -3.783 -3.179 -0.279
C -2.874 -3.077 -3.188 -0.753
H 3.546 -4.092 -0.431 0.646
H 1.862 -4.070 -0.253 -0.290
H 2.713 -2.837 -1.331 -0.208
H 2.653 -5.993 -1.912 0.570
H 3.092 -4.473 -2.912 0.360
H -0.005 -5.824 -4.200 0.435
H 1.531 -6.750 -3.697 0.461
H 1.531 -5.215 -4.757 0.387
H -1.041 -5.741 -2.218 0.456
H -0.288 -4.751 -0.998 0.301
H 0.885 -6.551 -0.269 0.359
H 0.845 -7.596 -1.750 0.294
H -0.523 -7.490 -0.854 0.367
H 1.551 -3.023 -3.639 0.145
H 0.494 -2.827 -2.218 -0.015
H -0.513 -3.422 -4.898 0.454
H -0.810 -2.091 -3.991 0.208
H -3.228 -2.817 -4.186 0.292
H -2.731 -2.197 -2.560 0.270
H -3.529 -3.815 -2.724 0.259
C -2.941 -5.155 5.801 -1.080
C -1.922 -4.072 5.295 -0.297
N -0.703 -3.976 6.318 0.116
C -1.244 -3.840 7.767 -1.159
C 0.137 -5.309 6.215 -0.336
C 1.356 -5.496 7.172 -1.249
C 0.157 -2.732 5.966 -0.940
C 0.237 -2.295 4.490 0.305
O 0.682 -3.405 3.617 -0.322
C 0.896 -2.962 2.237 -0.809
H -3.905 -4.707 6.043 0.337
H -2.543 -5.762 6.614 0.315
H -3.227 -5.750 4.934 0.357
H -2.378 -3.102 5.095 0.525
H -1.529 -4.523 4.384 0.199
H -2.053 -3.109 7.775 0.397
H -0.389 -3.539 8.372 0.482
H -1.708 -4.782 8.056 0.474
H 0.428 -5.463 5.176 0.317
H -0.441 -6.218 6.384 0.444
H 1.064 -5.388 8.217 0.345
H 2.180 -4.804 6.997 0.334
H 1.655 -6.544 7.172 0.435
H 1.157 -3.085 6.221 0.278
H -0.176 -1.873 6.548 0.437
H 1.072 -1.595 4.504 -0.264
H -0.621 -1.693 4.191 0.440
H 0.036 -3.310 1.665 0.572
H 1.573 -3.707 1.819 0.291
H 1.268 -1.965 2.003 0.061
C -4.635 4.304 -6.701 -1.379
C -3.133 4.125 -6.629 -0.241
C -2.813 2.681 -6.343 -0.764
N -1.275 2.340 -6.138 0.606
C -0.810 2.976 -4.811 -1.086
C -0.295 2.713 -7.301 -0.559
C 0.334 1.309 -7.614 -0.436
C -0.748 0.257 -7.272 -0.692
C -1.170 0.806 -5.916 -0.074
H -5.081 4.144 -5.719 0.317
H -5.125 3.523 -7.283 0.376
H -4.924 5.257 -7.144 0.375
H -2.733 4.761 -5.840 0.212
H -2.603 4.604 -7.453 0.497
H -2.994 2.133 -7.268 0.434
H -3.252 2.237 -5.450 0.356
H 0.257 2.761 -4.759 0.104
H -1.292 2.476 -3.970 0.468
H -1.103 4.025 -4.805 0.418
H 0.488 3.454 -7.141 0.304
H -0.903 2.948 -8.175 0.382
H 1.244 1.157 -7.033 0.068
H 0.540 1.321 -8.685 0.460
H -0.260 -0.708 -7.134 0.367
H -1.577 0.331 -7.976 0.371
H -0.327 0.556 -5.272 -0.115
H -2.145 0.469 -5.562 0.204
C 2.445 4.914 -3.580 -1.104
C 3.269 3.660 -4.080 -0.177
C 3.861 2.924 -2.768 -0.775
N 4.527 1.573 -3.131 0.312
C 5.721 1.979 -3.982 -1.111
C 3.613 0.518 -3.808 -0.204
C 4.168 -0.750 -3.339 0.802
C 5.176 -0.686 -2.133 -0.765
C 4.996 0.783 -1.834 -0.413
H 2.397 5.554 -4.461 0.391
H 2.703 5.448 -2.666 0.376
H 1.407 4.611 -3.447 0.192
H 4.148 3.924 -4.668 0.406
H 2.768 2.911 -4.692 0.243
H 3.152 2.601 -2.007 0.114
H 4.692 3.486 -2.343 0.557
H 6.248 1.027 -4.054 0.493
H 6.449 2.615 -3.480 0.353
H 5.495 2.329 -4.990 0.355
H 3.859 0.593 -4.867 0.400
H 2.540 0.574 -3.621 -0.369
H 4.706 -1.243 -4.149 0.575
H 3.285 -1.300 -3.013 -0.954
H 6.124 -1.110 -2.464 0.402
H 4.923 -1.336 -1.295 0.252
H 5.880 1.296 -1.456 0.527
H 4.288 0.877 -1.011 0.185
C -3.813 3.198 -0.969 -1.120
C -4.678 3.450 0.324 -0.359
C -3.832 3.251 1.671 -1.452
N -4.569 3.518 2.952 0.648
C -5.133 4.905 2.939 -1.137
C -3.584 3.391 4.163 -0.107
C -4.279 2.494 5.216 -0.501
C -5.716 2.401 4.652 -0.937
C -5.616 2.364 3.172 -0.476
H -3.531 2.148 -1.048 0.133
H -2.850 3.701 -0.887 0.294
H -4.319 3.486 -1.890 0.463
H -5.552 2.798 0.345 0.322
H -4.998 4.492 0.303 0.371
H -3.006 3.934 1.477 0.505
H -3.180 2.378 1.649 0.719
H -6.083 4.951 2.407 0.333
H -4.288 5.537 2.665 0.344
H -5.349 5.103 3.989 0.555
H -3.487 4.371 4.631 0.425
H -2.602 2.965 3.960 -0.465
H -4.233 3.055 6.150 0.422
H -3.947 1.459 5.306 0.361
H -6.372 3.221 4.947 0.342
H -6.388 1.625 5.020 0.500
H -6.526 2.648 2.643 0.437
H -5.106 1.498 2.750 0.304
C 4.040 -1.108 2.996 -1.335
C 3.290 0.266 2.747 0.703
C 3.136 1.074 4.082 -1.246
N 2.085 2.241 4.050 0.323
C 2.159 2.985 2.720 -0.703
C 2.385 3.150 5.277 -0.409
C 1.052 3.695 5.539 -1.083
C -0.050 2.765 5.064 -0.133
C 0.662 1.677 4.277 -0.322
H 4.011 -1.745 2.112 0.258
H 3.552 -1.769 3.712 0.216
H 5.008 -0.869 3.436 0.500
H 2.365 0.182 2.176 -0.502
H 3.780 0.915 2.021 0.481
H 4.062 1.641 4.172 0.558
H 2.800 0.463 4.920 0.421
H 3.227 3.196 2.773 0.440
H 1.477 3.836 2.717 0.368
H 1.934 2.418 1.817 -0.020
H 3.100 3.814 4.790 0.363
H 2.716 2.601 6.159 0.403
H 0.824 4.680 5.132 0.363
H 1.056 3.900 6.610 0.412
H -0.816 3.272 4.477 0.074
H -0.408 2.283 5.974 0.517
H 0.274 1.328 3.320 0.452
H 0.836 0.846 4.961 0.044
```

Computed properties:
**E_HOMO**: -19.19 eV
**Net charge**: +5
**Energy above the lowest of the compared OMol25 structures with the same formula, charge and spin**: 97.8 kcal per mole
**Max |F|**: 3.5 eV/Å
**Frontier orbital gap**: 9.8087 eV

***

DFT (wB97M-V/def2-TZVPD) results for 2 unconnected molecules or ions with the total composition C4H10O.

Structure (XYZ):
```
15
Properties=species:S:1:pos:R:3:nbo_charge:R:1
C 0.833 1.050 2.695 -0.645
C 0.997 0.675 1.229 -0.164
C 0.657 -0.457 0.579 -0.217
C 0.828 -0.457 -0.907 -0.626
H 0.053 0.534 3.175 0.218
H 1.878 1.176 3.136 0.217
H 0.565 1.995 2.776 0.209
H 1.344 1.526 0.629 0.181
H 0.377 -1.388 1.114 0.205
H 1.605 -1.149 -1.270 0.217
H -0.213 -0.692 -1.298 0.186
H 1.098 0.529 -1.338 0.216
O -2.772 -0.680 -2.896 -0.937
H -2.277 -0.617 -1.946 0.469
H -2.151 -1.343 -3.385 0.470
```

Computed properties:
**E_HOMO**: -9.24 eV
**Energy above the lowest of the compared OMol25 structures with the same formula, charge and spin**: 45.0 kcal per mole
**SMILES**: C/C=C/C.O
**Max |F|**: 5.0 eV/Å
**Frontier orbital gap**: 10.0698 eV

***

DFT (wB97M-V/def2-TZVPD) results for a molecular structure, C4H7N2S.

Structure (XYZ):
```
14
Properties=species:S:1:pos:R:3:nbo_charge:R:1
C 2.401 0.073 -0.110 0.210
C -0.129 0.835 0.127 -0.183
C 1.702 1.105 0.607 -0.484
C -0.670 -0.626 0.258 -0.337
N 2.987 -0.661 -0.783 -0.262
N -1.849 -0.861 -0.671 -0.694
S -1.027 2.074 -0.030 0.266
H 1.861 1.060 1.649 0.262
H 2.122 2.068 0.135 0.291
H 0.157 -1.383 0.203 0.283
H -1.042 -0.806 1.353 0.270
H -2.447 -0.013 -0.888 0.468
H -2.455 -1.581 -0.259 0.452
H -1.610 -1.286 -1.591 0.457
```

Computed properties:
**E_HOMO**: -13.44 eV
**Net charge**: +1
**Energy above the lowest of the compared OMol25 structures with the same formula, charge and spin**: 72.1 kcal per mole
**Max |F|**: 4.8 eV/Å
**Frontier orbital gap**: 8.4754 eV